1.
This record from the OMol25 dataset describes a cluster of 8 separate species, C38H85N3O10S5 in total at a distorted geometry. The level of theory is the ωB97M-V functional and the def2-TZVPD basis.

Each line ends with the Löwdin charge.
Geometry (Å):
C: 28.977 -32.593 -0.308  -0.0848
C: 29.029 -31.990 -1.708  -0.2516
N: 28.739 -30.566 -1.751  -0.1859
C: 28.914 -30.015 -3.074  -0.2674
C: 30.378 -29.875 -3.469  -0.0810
C: 27.451 -30.194 -1.171  -0.2424
C: 27.410 -28.766 -0.668  -0.0799
H: 29.391 -33.603 -0.365  0.0754
H: 27.986 -32.672 0.129  0.0316
H: 29.641 -32.021 0.347  0.0826
H: 30.044 -32.163 -2.063  0.0995
H: 28.354 -32.569 -2.367  0.1263
H: 28.324 -30.549 -3.838  0.1234
H: 28.515 -28.997 -3.063  0.0923
H: 30.508 -29.632 -4.527  0.0737
H: 30.884 -29.110 -2.882  0.0622
H: 30.929 -30.805 -3.315  0.0579
H: 27.148 -30.854 -0.369  0.0611
H: 26.693 -30.255 -1.975  0.1339
H: 27.461 -28.049 -1.488  0.0562
H: 28.224 -28.587 0.036  0.0813
H: 26.428 -28.617 -0.211  0.0627
C: 26.980 -27.807 5.232  -0.0678
C: 26.462 -26.472 4.737  -0.2808
N: 27.017 -26.037 3.472  -0.1707
C: 26.658 -24.634 3.236  -0.2468
C: 27.442 -24.077 2.059  -0.0687
C: 26.640 -26.884 2.339  -0.2381
C: 25.177 -26.811 1.893  -0.0590
H: 26.449 -28.636 4.749  0.0461
H: 26.692 -27.943 6.277  0.0636
H: 28.048 -27.931 5.074  0.0805
H: 25.357 -26.474 4.766  0.0953
H: 26.717 -25.717 5.490  0.0997
H: 25.574 -24.523 3.104  0.0889
H: 26.921 -24.070 4.135  0.1059
H: 27.070 -24.491 1.120  0.0497
H: 27.353 -22.994 2.121  0.0671
H: 28.504 -24.327 2.045  0.0669
H: 26.784 -27.894 2.741  0.0925
H: 27.329 -26.807 1.500  0.0945
H: 24.519 -26.657 2.749  0.0554
H: 24.889 -27.720 1.367  0.0623
H: 25.024 -25.961 1.222  0.0761
C: 34.213 -25.793 4.968  -0.0918
C: 33.230 -24.642 4.863  -0.2762
N: 31.837 -25.045 5.012  -0.1901
C: 30.966 -23.872 5.038  -0.2479
C: 29.595 -24.227 5.591  -0.0851
C: 31.398 -26.071 4.081  -0.2503
C: 31.474 -25.725 2.595  -0.0730
H: 34.058 -26.549 4.197  0.0600
H: 34.130 -26.255 5.952  0.0796
H: 35.246 -25.470 4.823  0.0723
H: 33.471 -23.948 5.674  0.1110
H: 33.358 -24.054 3.936  0.1130
H: 31.453 -23.104 5.640  0.1134
H: 30.859 -23.463 4.019  0.1011
H: 28.958 -23.370 5.813  0.0740
H: 29.067 -24.925 4.940  0.0414
H: 29.717 -24.760 6.542  0.0730
H: 30.414 -26.430 4.390  0.0963
H: 31.996 -26.974 4.237  0.1019
H: 30.905 -24.839 2.307  0.0392
H: 31.131 -26.535 1.945  0.0705
H: 32.517 -25.572 2.300  0.0711
C: 23.072 -24.555 4.688  -0.2229
C: 22.531 -23.599 5.752  -0.2186
C: 21.531 -24.436 6.531  -0.2241
S: 20.595 -25.308 5.252  0.6634
O: 19.447 -24.531 4.875  -0.3159
O: 20.461 -26.686 5.652  -0.3250
C: 21.853 -25.150 3.968  -0.2123
H: 23.595 -25.376 5.177  0.0937
H: 23.705 -24.079 3.944  0.1006
H: 22.051 -22.718 5.317  0.1226
H: 23.333 -23.206 6.380  0.1106
H: 20.816 -23.946 7.186  0.1085
H: 22.048 -25.243 7.053  0.0969
H: 21.448 -24.521 3.179  0.1069
H: 22.067 -26.142 3.575  0.0971
C: 25.679 -25.622 8.590  -0.2203
C: 26.893 -24.759 8.952  -0.2133
C: 27.434 -25.303 10.250  -0.2319
S: 25.993 -25.739 11.220  0.6538
O: 25.604 -24.583 11.980  -0.3169
O: 26.186 -26.988 11.899  -0.3167
C: 24.853 -25.910 9.840  -0.2118
H: 25.974 -26.555 8.103  0.1016
H: 25.106 -25.086 7.828  0.1018
H: 26.635 -23.703 9.054  0.1235
H: 27.633 -24.813 8.153  0.0998
H: 28.039 -24.686 10.912  0.1093
H: 28.023 -26.208 10.079  0.1116
H: 24.127 -25.105 9.951  0.1024
H: 24.359 -26.872 9.924  0.1046
C: 25.467 -31.137 3.520  -0.2249
C: 24.527 -32.328 3.664  -0.1962
C: 23.874 -32.620 2.303  -0.2261
S: 24.827 -31.802 1.040  0.6480
O: 24.063 -30.654 0.619  -0.3138
O: 25.379 -32.735 0.096  -0.3177
C: 26.114 -31.243 2.151  -0.2353
H: 26.245 -31.129 4.282  0.1143
H: 24.906 -30.202 3.596  0.1130
H: 23.744 -32.203 4.408  0.1163
H: 25.112 -33.212 3.922  0.1171
H: 22.822 -32.383 2.152  0.1063
H: 23.886 -33.689 2.075  0.1025
H: 26.546 -30.321 1.762  0.0885
H: 26.920 -31.979 2.122  0.1059
C: 30.011 -26.065 -2.292  -0.2118
C: 29.754 -25.096 -1.148  -0.2241
C: 28.365 -24.528 -1.315  -0.2308
S: 28.086 -24.470 -3.098  0.6614
O: 28.241 -23.111 -3.562  -0.3361
O: 26.905 -25.211 -3.428  -0.3151
C: 29.560 -25.389 -3.582  -0.2069
H: 29.401 -26.965 -2.161  0.0884
H: 31.039 -26.422 -2.326  0.1177
H: 30.496 -24.294 -1.096  0.1061
H: 29.862 -25.547 -0.158  0.1052
H: 28.068 -23.573 -0.896  0.0889
H: 27.637 -25.271 -0.972  0.0901
H: 30.246 -24.658 -3.996  0.1040
H: 29.186 -26.095 -4.321  0.1016
C: 30.256 -19.357 -0.355  -0.2110
C: 30.993 -19.017 0.951  -0.2209
C: 31.470 -20.356 1.499  -0.2170
S: 30.008 -21.392 1.311  0.6523
O: 29.224 -21.324 2.515  -0.3245
O: 30.390 -22.691 0.818  -0.3289
C: 29.215 -20.386 0.027  -0.2105
H: 30.949 -19.796 -1.075  0.1223
H: 29.808 -18.462 -0.783  0.1190
H: 30.293 -18.557 1.654  0.1207
H: 31.802 -18.308 0.783  0.1168
H: 31.740 -20.400 2.550  0.1072
H: 32.227 -20.760 0.829  0.1080
H: 28.345 -19.976 0.542  0.1085
H: 28.848 -21.076 -0.731  0.0994

Computed properties:
Structure (SMILES)   O=S1(=O)CCCC1.O=S1(=O)CCCC1.O=S1(=O)CCCC1.O=S1(=O)CCCC1.O=S1(=O)CCCC1.CCN(CC)CC.CCN(CC)CC.CCN(CC)CC
ΔE to the lowest compared entry with this formula, charge and spin   0.0 kJ/mol
Max |F|   1.65 eV/A
E_tot   -4406.3785 Eh
HOMO level   -0.307 hartree
Orbital gap   8.5631 eV


2.
This record from the OMol25 dataset describes an isolated molecule of C5H8S at a distorted geometry. The level of theory is the ωB97M-V functional and the def2-TZVPD basis.

Each line ends with the Löwdin charge.
Geometry (Å):
C: 0.774 -1.122 -0.602  0.0490
C: -1.547 -1.263 -1.466  -0.2765
C: 0.222 0.068 0.016  -0.8503
C: 1.228 1.110 -0.415  -0.1343
C: -0.462 0.094 1.470  -0.0854
S: -1.287 0.339 -1.090  0.9179
H: 0.928 -2.161 -0.015  0.0625
H: -2.478 -1.334 -1.901  -0.0921
H: 0.725 2.089 -0.527  0.0856
H: 1.726 0.854 -1.329  0.0729
H: 1.902 1.171 0.356  0.0518
H: -0.086 0.927 2.101  0.0746
H: -0.113 -0.896 1.940  0.0957
H: -1.533 0.124 1.464  0.0285

Computed properties:
ΔE to the lowest compared entry with this formula, charge and spin   721.8 kJ/mol
Max |F|   3.90 eV/A
E_tot   -593.2133 Eh
HOMO level (spin up / spin down)   -0.295 / -0.299 hartree
Orbital gap (spin up / spin down)   7.6810 / 7.7281 eV


3.
This record from the OMol25 dataset describes a cluster of 2 separate species, C2H4O3P in total at a distorted geometry. The level of theory is the ωB97M-V functional and the def2-TZVPD basis.

Each line ends with the Löwdin charge.
Geometry (Å):
C: -0.087 0.047 0.819  -0.1320
C: -0.329 -0.220 -0.439  -0.5320
O: 2.968 -0.947 0.998  -0.3900
O: 2.773 1.432 -0.204  -0.3658
O: 0.511 -0.592 -1.386  -0.2650
P: 2.935 -0.029 -0.133  0.5767
H: -0.795 0.523 1.512  0.0179
H: 0.877 -0.122 1.276  -0.0172
H: -1.457 -0.128 -0.627  0.0850
H: 3.605 -0.787 -1.113  0.0225

Computed properties:
ΔE to the lowest compared entry with this formula, charge and spin   238.6 kJ/mol
Max |F|   3.46 eV/A
E_tot   -645.7136 Eh
Total charge   -1
HOMO level   -0.113 hartree
Orbital gap   7.2876 eV


4.
This record from the OMol25 dataset describes an isolated molecule of C3H2N2OS2 at a distorted geometry. The level of theory is the ωB97M-V functional and the def2-TZVPD basis.

Each line ends with the Löwdin charge.
Geometry (Å):
C: -0.135 -0.044 -0.031  -0.4606
C: 0.742 1.056 -0.209  -0.1308
C: 0.630 -1.082 0.130  -0.1642
H: 0.568 2.073 -0.086  0.0847
H: 0.354 -2.202 0.407  0.1854
N: -1.498 0.067 0.096  -1.0425
N: 1.966 0.699 -0.205  0.1667
O: 1.832 -0.738 0.039  0.0144
S: -2.359 -1.362 -0.169  0.6136
S: -2.101 1.533 0.028  0.7334

Computed properties:
Structure (SMILES)   S=[N+]([S-])c1cnoc1
ΔE to the lowest compared entry with this formula, charge and spin   373.3 kJ/mol
Max |F|   5.87 eV/A
E_tot   -1096.4868 Eh
HOMO level   -0.335 hartree
Orbital gap   6.7965 eV


5.
This record from the OMol25 dataset describes a cluster of 14 separate species, C32H50N16O4 in total at a distorted geometry. The level of theory is the ωB97M-V functional and the def2-TZVPD basis.

Each line ends with the Löwdin charge.
Geometry (Å):
N: 3.732 2.380 -3.738  0.1486
C: 3.283 1.510 -4.758  -0.4940
O: 4.009 0.650 -5.218  0.0568
C: 1.866 1.693 -5.261  -0.1177
C: 0.898 0.836 -4.406  -0.1122
C: -0.183 1.607 -3.663  -0.1691
O: -1.096 0.592 -3.115  0.0688
C: -2.156 0.646 -3.951  -0.5434
O: -2.729 -0.276 -4.459  0.1597
O: -2.422 1.962 -4.178  0.1021
C: -1.131 2.521 -4.517  -0.5431
N: -1.055 3.913 -4.176  0.1432
N: -1.018 2.421 -5.943  0.1487
H: 2.997 3.048 -3.533  0.0786
H: 3.923 1.870 -2.881  0.0949
H: 1.874 1.284 -6.267  0.0877
H: 1.588 2.744 -5.295  0.1002
H: 0.457 0.031 -4.986  0.0971
H: 1.494 0.347 -3.636  0.1259
H: 0.247 2.061 -2.773  0.1521
H: -0.478 4.391 -4.855  0.0792
H: -0.611 4.070 -3.279  0.0606
H: -1.087 1.475 -6.292  0.1071
H: -0.211 2.894 -6.318  0.0272
C: -4.344 4.630 -1.683  -0.0845
C: -2.970 5.062 -1.490  -0.2860
N: -1.866 5.346 -1.336  0.1153
H: -4.346 3.690 -2.232  0.0681
H: -4.811 4.469 -0.714  0.0680
H: -4.907 5.373 -2.244  0.0799
C: -2.999 -0.430 0.727  -0.0877
C: -3.692 0.782 0.305  -0.2586
N: -4.220 1.749 -0.026  0.1441
H: -1.946 -0.369 0.469  0.0689
H: -3.091 -0.550 1.801  0.0579
H: -3.438 -1.292 0.234  0.0794
C: 3.554 -2.878 -6.740  -0.0781
C: 2.428 -1.961 -6.830  -0.2452
N: 1.588 -1.177 -6.875  0.1547
H: 3.540 -3.392 -5.783  0.0746
H: 3.512 -3.612 -7.542  0.0837
H: 4.477 -2.315 -6.819  0.0535
C: 6.690 -0.401 -4.516  -0.0772
C: 6.404 -1.796 -4.819  -0.2605
N: 6.155 -2.894 -5.063  0.1318
H: 6.208 0.243 -5.247  0.0634
H: 6.307 -0.155 -3.531  0.0393
H: 7.766 -0.232 -4.539  0.0831
C: -2.095 -2.740 4.469  -0.0852
C: -1.442 -2.375 3.216  -0.2626
N: -0.928 -2.087 2.227  0.1348
H: -2.972 -2.123 4.620  0.0402
H: -2.391 -3.786 4.439  0.0876
H: -1.411 -2.593 5.299  0.0375
C: 1.331 -0.977 7.393  -0.0624
C: 0.671 -2.265 7.222  -0.2648
N: 0.138 -3.276 7.087  0.1438
H: 1.444 -0.493 6.425  0.0786
H: 0.735 -0.342 8.044  0.0873
H: 2.316 -1.120 7.835  0.0827
C: -6.522 -3.561 5.380  -0.0534
C: -5.320 -2.998 5.982  -0.2406
N: -4.370 -2.554 6.456  0.1536
H: -6.923 -4.342 6.023  0.0868
H: -7.270 -2.781 5.255  0.0867
H: -6.283 -3.987 4.407  0.0855
C: -4.756 -1.248 9.550  -0.0964
C: -4.678 -0.036 10.355  -0.2876
N: -4.617 0.925 10.985  0.1107
H: -3.992 -1.956 9.861  0.0180
H: -5.735 -1.709 9.673  0.0820
H: -4.607 -1.004 8.500  0.0456
C: 8.758 -0.679 -1.085  -0.0582
C: 7.590 0.183 -1.207  -0.2806
N: 6.665 0.861 -1.299  0.1349
H: 8.728 -1.208 -0.135  0.0855
H: 8.766 -1.406 -1.896  0.0812
H: 9.665 -0.080 -1.132  0.0854
C: -3.942 -2.942 -3.488  -0.0752
C: -4.899 -3.929 -3.976  -0.2848
N: -5.655 -4.706 -4.362  0.1132
H: -3.651 -2.267 -4.286  0.0520
H: -4.393 -2.364 -2.688  0.0761
H: -3.055 -3.447 -3.109  0.0856
C: -0.429 -4.365 10.560  -0.0687
C: -1.772 -3.861 10.811  -0.2511
N: -2.834 -3.466 11.010  0.1419
H: 0.194 -3.568 10.161  0.0658
H: 0.006 -4.731 11.488  0.0826
H: -0.470 -5.176 9.836  0.0834
C: 3.542 2.568 6.526  -0.0696
C: 4.478 1.543 6.975  -0.2895
N: 5.213 0.733 7.329  0.1258
H: 4.000 3.166 5.741  0.0843
H: 2.640 2.102 6.136  0.0720
H: 3.278 3.216 7.359  0.0842
C: -0.491 5.528 -8.930  -0.0606
C: 0.261 4.307 -8.670  -0.2671
N: 0.843 3.335 -8.468  0.1443
H: 0.116 6.216 -9.515  0.0838
H: -1.397 5.289 -9.482  0.0866
H: -0.762 6.001 -7.988  0.0818

Computed properties:
Max |F|   1.17 eV/A
E_tot   -2426.3090 Eh
HOMO level   -0.360 hartree
Orbital gap   9.8414 eV


6.
This record from the OMol25 dataset describes a structure of composition C2H3FOTm at a distorted geometry. The level of theory is the ωB97M-V functional and the def2-TZVPD basis.

Each line ends with the Mulliken spin population.
Geometry (Å):
H: 0.942 0.353 -0.318  -0.0086
O: -0.347 0.650 -0.317  0.0775
C: -0.424 -0.288 0.639  0.2447
C: 0.555 -1.186 1.254  0.6208
Tm: -1.914 1.668 -1.662  1.0031
H: -0.897 0.214 1.514  0.0570
H: 0.400 -1.143 -0.154  -0.0795
F: 0.345 -1.346 2.548  0.0851

Computed properties:
Multiplicity   3
<S²>   2.0305
Max |F|   7.73 eV/A
E_tot   -1336.6194 Eh
Total charge   +3
HOMO level (spin up / spin down)   -0.894 / -0.865 hartree
Orbital gap (spin up / spin down)   8.0675 / 5.7934 eV


7.
This record from the OMol25 dataset describes a structure of composition C10H10N2O at a distorted geometry. The level of theory is the ωB97M-V functional and the def2-TZVPD basis.

Each line ends with the Löwdin charge.
Geometry (Å):
C: -4.663 -0.211 0.197  -0.0194
C: -2.137 0.307 0.096  -0.3297
C: -1.655 -1.086 0.121  0.0050
C: -0.371 -1.538 -0.027  -0.0140
C: 0.664 -0.583 -0.144  -0.2025
C: 2.885 -0.243 0.005  -0.5242
C: 2.582 1.110 0.168  -0.1122
C: 1.400 1.653 0.102  -0.0287
C: 0.264 0.723 -0.158  -0.1783
C: -1.029 1.140 0.066  0.0018
H: -5.454 0.851 0.435  0.1599
H: -5.314 -0.889 -0.574  0.1020
H: -4.469 -0.934 1.107  0.0913
H: -2.221 -2.039 0.306  0.1194
H: -0.166 -2.483 -0.115  0.0537
H: 4.647 -1.645 -0.021  0.1414
H: 4.705 -0.142 1.194  0.2221
H: 3.311 1.910 -0.223  0.1398
H: 1.315 2.821 -0.207  0.1658
H: -1.274 2.225 -0.105  0.1378
N: 1.983 -1.062 -0.172  0.1710
N: 4.300 -0.519 -0.043  0.0080
O: -3.339 0.470 -0.357  -0.1100

Computed properties:
ΔE to the lowest compared entry with this formula, charge and spin   656.9 kJ/mol
Max |F|   6.73 eV/A
E_tot   -571.5754 Eh
HOMO level   -0.295 hartree
Orbital gap   8.6317 eV


8.
This record from the OMol25 dataset describes a cluster of 3 separate species, C4H16N2O2 in total at a distorted geometry. The level of theory is the ωB97M-V functional and the def2-TZVPD basis.

Each line ends with the Löwdin charge.
Geometry (Å):
C: -2.198 -0.762 -0.891  -0.0868
N: -1.084 -0.332 -1.796  -0.0951
C: -0.308 1.394 -0.107  -0.0719
C: 0.013 0.413 -1.230  -0.4226
C: 1.087 -0.621 -0.860  -0.2698
N: 2.253 -0.112 -0.181  0.0102
H: -2.406 -1.772 -1.220  0.0728
H: -1.874 -0.649 0.131  0.0300
H: -3.057 -0.116 -1.071  0.0743
H: -1.500 0.091 -2.619  0.1007
H: -0.874 2.262 -0.467  0.0804
H: 0.509 2.016 0.294  0.0657
H: -0.830 0.942 0.737  0.0618
H: 0.474 1.047 -2.016  0.1411
H: 0.510 -1.428 -0.376  0.1057
H: 1.307 -1.269 -1.718  0.1061
H: 2.560 0.772 -0.555  0.0759
H: 3.016 -0.758 -0.066  0.0778
H: -0.629 -2.339 2.273  0.0339
H: -0.400 -0.828 2.202  0.0223
O: -1.073 -1.518 2.089  -0.0529
H: 1.189 1.794 2.873  0.0388
H: 1.739 0.862 1.812  -0.0222
O: 1.574 0.910 2.764  -0.0761

Computed properties:
Structure (SMILES)   CN[C@@H](C)CN.O.O
ΔE to the lowest compared entry with this formula, charge and spin   102.7 kJ/mol
Max |F|   1.96 eV/A
E_tot   -421.9523 Eh
HOMO level   -0.316 hartree
Orbital gap   9.3972 eV